1.
Formula: C20H18IrN5O4S
Source: the Open Molecules 2025 dataset
Level of theory: ωB97M-V/def2-TZVPD

LUMO	0.01	eV
energy above the lowest of the compared OMol25 structures with the same formula, charge and spin	98.2	kJ/mol
charge	0

XYZ file:
```
49
Properties=species:S:1:pos:R:3:lowdin_charge:R:1
Ir -0.22 0.21 -1.80 1.418
C -4.95 2.26 1.75 -0.049
C -3.56 1.74 1.47 -0.265
C -3.18 0.45 1.84 -0.021
C -1.96 -0.09 1.49 -0.012
C -1.04 0.67 0.76 -0.248
N 0.16 0.22 0.17 -0.084
C 0.91 -0.78 0.77 -0.207
C 0.89 -0.97 2.16 -0.014
C 1.72 -1.86 2.80 -0.037
C 2.67 -2.62 2.10 -0.281
C 3.63 -3.53 2.81 -0.054
C 2.71 -2.44 0.73 0.013
C 1.85 -1.57 0.08 -0.118
N 1.99 -1.47 -1.34 -0.078
C 2.36 -2.42 -2.20 -0.023
C 2.46 -1.84 -3.46 -0.023
C 2.10 -0.52 -3.27 -0.136
N 1.81 -0.28 -1.97 -0.067
C -1.42 1.97 0.42 -0.146
C -2.65 2.50 0.74 0.026
N -0.49 2.71 -0.38 -0.045
C -0.13 4.00 -0.25 -0.036
C 0.75 4.29 -1.27 -0.037
C 0.88 3.10 -1.99 -0.098
N 0.13 2.16 -1.44 -0.116
H -5.33 1.87 2.69 0.077
H -5.63 1.93 0.96 0.087
H -4.97 3.35 1.78 0.075
H -3.89 -0.17 2.38 0.118
H -1.73 -1.12 1.72 0.123
H 0.21 -0.37 2.75 0.110
H 1.65 -1.97 3.87 0.115
H 3.19 -3.94 3.71 0.076
H 4.53 -2.99 3.10 0.082
H 3.94 -4.36 2.17 0.075
H 3.45 -2.98 0.15 0.118
H 2.52 -3.43 -1.88 0.138
H 2.72 -2.33 -4.39 0.107
H 2.03 0.28 -3.99 0.114
H -2.91 3.49 0.40 0.126
H -0.50 4.60 0.56 0.134
H 1.25 5.23 -1.46 0.100
H 1.47 2.88 -2.86 0.114
O -1.08 -1.80 -1.43 -0.378
S -1.99 -1.26 -2.51 0.330
O -3.08 -2.05 -2.93 -0.251
O -2.33 0.13 -1.93 -0.415
O -0.96 -0.88 -3.58 -0.435
```

=====

2.
Formula: C27H51F3O18S
Source: the Open Molecules 2025 dataset
Level of theory: ωB97M-V/def2-TZVPD

LUMO	-1.80	eV
charge	0

XYZ file:
```
100
Properties=species:S:1:pos:R:3:lowdin_charge:R:1
C -5.71 -2.16 -0.91 -0.133
C -4.68 -1.07 -0.24 -0.241
C -3.83 -0.17 -1.32 -0.232
O -2.48 -0.80 -1.41 -0.385
S -1.37 -0.02 -0.37 1.057
O 0.04 -0.54 -0.88 -0.442
O -1.48 -0.61 1.24 -0.371
C -2.35 0.24 2.07 -0.243
C -1.62 1.62 2.63 -0.079
C -2.24 2.06 4.11 -0.015
F -2.83 1.07 5.08 -0.068
C -2.31 3.50 4.59 0.007
F -1.00 4.17 4.83 -0.031
F -3.61 4.21 4.85 -0.031
H -6.65 -1.61 -1.34 0.082
H -6.00 -2.95 -0.07 0.087
H -5.11 -2.78 -1.72 0.094
H -5.20 -0.32 0.51 0.112
H -3.87 -1.66 0.41 0.117
H -4.33 -0.18 -2.38 0.140
H -3.68 0.96 -1.00 0.115
H -3.35 0.58 1.57 0.111
H -2.66 -0.43 3.01 0.150
H -0.45 1.56 2.62 0.134
H -1.95 2.47 1.87 0.134
C 2.56 -2.03 -0.47 -0.075
C 2.83 -3.36 0.20 -0.213
O 2.71 -4.44 -0.74 0.025
C 3.74 -4.58 -1.61 -0.547
O 4.74 -3.88 -1.66 0.105
O 3.45 -5.62 -2.44 -0.007
C 4.41 -5.80 -3.48 -0.046
H 1.58 -2.04 -0.97 0.053
H 2.57 -1.21 0.26 0.081
H 3.30 -1.80 -1.24 0.077
H 2.08 -3.53 0.98 0.122
H 3.81 -3.38 0.68 0.122
H 5.42 -5.90 -3.08 0.101
H 4.36 -4.97 -4.19 0.106
H 4.16 -6.73 -4.01 0.066
C 1.74 3.78 4.75 -0.073
C 3.06 4.36 4.26 -0.209
O 4.16 3.50 4.57 0.026
C 4.27 2.39 3.81 -0.548
O 3.54 2.07 2.88 0.101
O 5.34 1.67 4.25 -0.008
C 5.50 0.42 3.60 -0.053
H 1.80 3.55 5.82 0.092
H 0.92 4.48 4.58 0.059
H 1.51 2.84 4.24 0.068
H 3.24 5.31 4.77 0.125
H 3.03 4.57 3.18 0.126
H 5.56 0.54 2.51 0.097
H 4.68 -0.26 3.87 0.098
H 6.44 -0.02 3.94 0.095
C 6.27 -10.26 -9.76 -0.071
C 6.97 -9.45 -8.67 -0.218
O 6.12 -8.43 -8.15 0.024
C 5.14 -8.85 -7.32 -0.546
O 4.93 -10.00 -6.98 0.107
O 4.40 -7.77 -6.95 -0.008
C 3.26 -8.09 -6.15 -0.063
H 5.89 -9.59 -10.54 0.082
H 6.95 -10.98 -10.20 0.080
H 5.41 -10.80 -9.36 0.074
H 7.84 -8.95 -9.10 0.123
H 7.34 -10.10 -7.87 0.125
H 3.55 -8.68 -5.27 0.096
H 2.53 -8.63 -6.75 0.101
H 2.81 -7.15 -5.81 0.090
C -3.84 5.04 7.75 -0.063
C -2.72 5.81 7.06 -0.232
O -2.61 7.14 7.58 0.029
C -2.03 7.24 8.80 -0.547
O -1.60 6.32 9.48 0.107
O -2.03 8.55 9.17 -0.010
C -1.55 8.79 10.49 -0.055
H -4.78 5.60 7.69 0.087
H -3.97 4.06 7.29 0.070
H -3.62 4.90 8.81 0.076
H -2.96 5.91 6.00 0.103
H -1.76 5.29 7.13 0.120
H -0.55 8.36 10.63 0.096
H -2.25 8.38 11.22 0.099
H -1.48 9.87 10.64 0.094
C -3.05 3.07 -6.90 -0.069
C -4.11 2.06 -6.47 -0.217
O -4.41 2.18 -5.08 0.017
C -5.17 3.25 -4.73 -0.549
O -5.62 4.09 -5.50 0.109
O -5.33 3.23 -3.38 -0.020
C -6.03 4.37 -2.88 -0.053
H -2.16 2.98 -6.27 0.083
H -2.77 2.92 -7.94 0.081
H -3.42 4.10 -6.79 0.074
H -3.71 1.05 -6.63 0.124
H -5.02 2.15 -7.07 0.126
H -7.00 4.49 -3.37 0.098
H -5.42 5.27 -2.99 0.100
H -6.21 4.21 -1.81 0.093
```

=====

3.
Formula: C41H104N8O10
Source: the Open Molecules 2025 dataset
Level of theory: ωB97M-V/def2-TZVPD

LUMO	0.60	eV
energy above the lowest of the compared OMol25 structures with the same formula, charge and spin	0.0	kJ/mol
charge	0
SMILES	CC1(C)CCCC(C)(C)N1O.COC[C@H](C)N.COC[C@H](C)N.COC[C@H](C)N.COC[C@H](C)N.COC[C@H](C)N.COCCNCCOC.COCCNCCOC

XYZ file:
```
163
Properties=species:S:1:pos:R:3:lowdin_charge:R:1
C -0.50 -10.08 11.39 -0.039
C 0.39 -8.84 11.63 -0.500
C -0.11 -7.74 10.69 -0.040
C 0.10 -8.41 13.09 -0.132
C 1.04 -7.30 13.58 -0.150
C 2.52 -7.62 13.24 -0.141
C 2.84 -8.15 11.85 -0.462
C 2.88 -6.97 10.84 -0.021
C 4.16 -8.92 11.96 -0.032
N 1.81 -9.16 11.50 -0.101
O 2.08 -9.74 10.26 -0.018
H -1.56 -9.87 11.57 0.085
H -0.49 -10.48 10.38 0.084
H -0.25 -10.84 12.12 0.067
H -1.16 -7.48 10.83 0.088
H 0.39 -6.79 10.88 0.062
H 0.07 -8.03 9.65 0.089
H -0.94 -8.10 13.21 0.117
H 0.19 -9.25 13.78 0.113
H 0.74 -6.32 13.20 0.106
H 1.07 -7.28 14.67 0.105
H 2.90 -8.26 14.04 0.085
H 3.03 -6.66 13.37 0.111
H 3.90 -6.62 10.63 0.082
H 2.47 -6.04 11.23 0.074
H 2.31 -7.17 9.93 0.069
H 4.64 -9.21 11.03 0.080
H 3.96 -9.85 12.49 0.061
H 4.94 -8.50 12.61 0.087
H 2.75 -10.41 10.45 0.069
C 3.22 -12.44 8.48 -0.095
O 2.84 -12.43 9.86 -0.214
C 1.88 -13.44 10.14 -0.194
C 1.28 -13.19 11.56 -0.442
C 2.29 -13.55 12.63 -0.051
N 0.06 -13.92 11.77 0.047
H 3.84 -13.29 8.19 0.088
H 3.85 -11.58 8.29 0.087
H 2.35 -12.35 7.83 0.090
H 1.11 -13.39 9.36 0.114
H 2.23 -14.47 9.99 0.126
H 1.17 -12.11 11.63 0.099
H 2.79 -14.49 12.40 0.084
H 1.82 -13.61 13.61 0.080
H 3.05 -12.77 12.67 0.052
H 0.19 -14.92 11.69 0.076
H -0.65 -13.67 11.09 0.071
C 1.67 -7.51 19.44 -0.109
O 1.53 -8.73 20.14 -0.174
C 2.74 -9.14 20.79 -0.222
C 2.41 -10.18 21.87 -0.441
C 1.59 -9.60 23.01 -0.059
N 3.69 -10.67 22.41 0.034
H 0.68 -7.18 19.11 0.089
H 2.24 -7.65 18.51 0.063
H 2.13 -6.71 20.02 0.086
H 3.45 -9.64 20.12 0.102
H 3.26 -8.30 21.25 0.125
H 1.90 -11.02 21.38 0.135
H 2.02 -8.71 23.47 0.081
H 1.42 -10.34 23.79 0.078
H 0.63 -9.30 22.59 0.077
H 4.36 -10.83 21.66 0.053
H 4.11 -9.85 22.83 0.069
C 6.41 -12.05 11.68 -0.118
O 7.31 -12.20 12.74 -0.171
C 7.09 -11.22 13.75 -0.200
C 8.30 -11.27 14.70 -0.421
C 8.18 -10.19 15.76 -0.078
N 9.57 -11.01 14.00 0.049
H 6.46 -11.10 11.15 0.085
H 5.38 -12.06 12.04 0.066
H 6.53 -12.89 10.99 0.093
H 6.96 -10.19 13.40 0.128
H 6.23 -11.50 14.36 0.114
H 8.26 -12.24 15.21 0.138
H 8.14 -9.19 15.33 0.069
H 9.06 -10.21 16.42 0.082
H 7.31 -10.33 16.41 0.071
H 9.68 -10.00 14.02 0.055
H 9.45 -11.32 13.05 0.062
C 3.66 -10.64 15.18 -0.102
O 4.63 -9.64 15.47 -0.194
C 4.40 -9.08 16.75 -0.199
C 5.24 -7.80 16.81 -0.417
C 5.46 -7.31 18.24 -0.050
N 4.63 -6.75 15.99 0.093
H 2.65 -10.24 15.26 0.091
H 3.74 -11.50 15.85 0.081
H 3.89 -11.08 14.21 0.058
H 3.35 -8.82 16.96 0.113
H 4.67 -9.77 17.56 0.111
H 6.24 -8.08 16.47 0.099
H 5.91 -6.32 18.29 0.060
H 6.26 -7.89 18.71 0.080
H 4.58 -7.33 18.88 0.056
H 5.27 -5.97 15.93 0.027
H 4.38 -7.06 15.06 0.044
C 4.62 -3.59 18.22 -0.095
O 3.58 -2.71 17.81 -0.186
C 2.41 -3.44 17.51 -0.225
C 1.36 -2.49 16.92 -0.412
C -0.02 -3.15 17.04 -0.080
N 1.63 -2.37 15.46 0.034
H 5.40 -2.98 18.67 0.093
H 4.97 -4.17 17.37 0.056
H 4.22 -4.29 18.97 0.083
H 2.60 -4.27 16.81 0.127
H 1.95 -3.88 18.40 0.119
H 1.33 -1.50 17.37 0.137
H -0.70 -2.47 16.52 0.071
H -0.41 -3.19 18.06 0.074
H -0.09 -4.15 16.62 0.077
H 2.63 -2.20 15.40 0.050
H 1.11 -1.56 15.13 0.066
C 5.36 -3.42 14.51 -0.086
O 6.09 -4.60 14.83 -0.241
C 7.38 -4.31 15.33 -0.202
C 8.15 -5.65 15.37 -0.193
N 9.39 -5.56 16.12 -0.066
C 9.27 -5.39 17.55 -0.214
C 10.61 -5.53 18.24 -0.207
O 10.44 -5.22 19.63 -0.196
C 11.66 -5.15 20.34 -0.129
H 4.37 -3.72 14.20 0.089
H 5.88 -2.86 13.73 0.091
H 5.28 -2.80 15.41 0.081
H 7.37 -3.84 16.32 0.110
H 7.93 -3.69 14.62 0.125
H 8.34 -5.89 14.33 0.126
H 7.49 -6.42 15.78 0.093
H 10.05 -6.27 15.87 0.111
H 8.60 -6.13 17.99 0.117
H 8.85 -4.41 17.80 0.117
H 11.40 -4.92 17.81 0.125
H 10.91 -6.59 18.26 0.125
H 12.23 -6.09 20.31 0.083
H 11.55 -4.95 21.40 0.085
H 12.33 -4.39 19.91 0.084
C 1.94 -12.16 17.87 -0.107
O 3.04 -13.06 17.92 -0.204
C 4.08 -12.67 18.82 -0.200
C 4.78 -13.91 19.37 -0.225
N 3.80 -14.76 20.01 -0.061
C 4.31 -16.08 20.39 -0.214
C 3.36 -16.89 21.21 -0.251
O 2.28 -17.36 20.45 -0.189
C 1.14 -17.81 21.17 -0.099
H 1.19 -12.48 18.60 0.093
H 1.43 -12.13 16.91 0.083
H 2.21 -11.13 18.10 0.073
H 3.59 -12.18 19.66 0.103
H 4.82 -12.07 18.30 0.111
H 5.42 -13.60 20.20 0.120
H 5.40 -14.43 18.62 0.121
H 3.11 -14.85 19.27 0.107
H 5.26 -15.94 20.92 0.121
H 4.64 -16.62 19.50 0.123
H 3.02 -16.34 22.09 0.125
H 3.95 -17.73 21.62 0.121
H 1.55 -18.49 21.93 0.084
H 0.36 -18.20 20.52 0.086
H 0.72 -17.03 21.81 0.083
```

=====

4.
Formula: C2H2N5
Source: the Open Molecules 2025 dataset
Level of theory: ωB97M-V/def2-TZVPD

LUMO (alpha / beta)	2.94 / 3.69	eV
energy above the lowest of the compared OMol25 structures with the same formula, charge and spin	449.5	kJ/mol
charge	-1

XYZ file:
```
9
Properties=species:S:1:pos:R:3:lowdin_charge:R:1
C 1.23 -0.09 -0.15 -0.301
C -2.19 0.04 -0.23 -0.082
N 1.89 -1.19 0.19 -0.140
N 1.97 0.99 -0.34 -0.136
N 3.14 -0.76 0.21 -0.197
N 3.18 0.53 -0.11 -0.197
N -2.87 0.74 0.51 -0.021
H -2.48 -0.86 -0.80 0.030
H -3.87 0.59 0.72 0.044
```